Molecular formula: C30H48P2V
Method: DFT, the ωB97M-V functional and the def2-TZVPD basis

Element x y z (Å)
V (-0.078, 1.222, -0.063)
C (1.241, 1.727, -1.977)
C (0.854, 2.856, -1.143)
C (2.628, 1.730, -0.117)
C (2.356, 1.076, -1.354)
C (1.657, 2.786, 0.065)
C (0.783, 1.512, -3.389)
H (-0.124, 2.096, -3.592)
H (0.590, 0.445, -3.578)
H (1.557, 1.834, -4.101)
C (3.212, 0.075, -2.042)
H (2.984, 0.020, -3.113)
H (3.140, -0.933, -1.613)
H (4.264, 0.363, -1.973)
C (3.954, 1.727, 0.561)
H (4.559, 2.594, 0.169)
H (4.521, 0.789, 0.333)
H (3.854, 1.840, 1.660)
C (1.617, 3.826, 1.128)
H (2.312, 4.640, 0.871)
H (1.922, 3.416, 2.098)
H (0.606, 4.255, 1.219)
C (-0.263, 3.810, -1.404)
H (0.060, 4.839, -1.640)
H (-0.900, 3.877, -0.500)
H (-0.903, 3.466, -2.238)
C (-3.499, -1.550, -0.706)
C (-3.499, -0.592, -1.671)
C (-4.164, 0.740, -1.562)
C (-3.974, 1.494, -0.235)
C (-2.687, 1.249, 0.520)
C (-2.618, 0.294, 1.488)
C (-3.670, -0.763, 1.746)
C (-4.293, -1.517, 0.536)
H (-5.241, 0.586, -1.749)
H (-4.837, 1.289, 0.406)
H (-3.776, 1.377, -2.370)
H (-5.273, -1.082, 0.298)
H (-2.999, -2.497, -0.915)
H (-3.211, -0.876, -2.690)
H (-4.446, -2.566, 0.838)
H (-3.241, -1.512, 2.432)
H (-1.936, 0.371, 2.330)
H (-4.524, -0.333, 2.293)
H (-4.006, 2.566, -0.467)
H (-1.953, 2.064, 0.481)
P (0.008, -1.753, -0.775)
P (0.539, 0.032, 2.232)
C (-0.885, -2.155, 0.795)
C (-0.262, -1.682, 2.171)
H (-1.090, -3.245, 0.815)
H (-1.839, -1.649, 0.646)
H (-1.035, -1.683, 2.966)
H (0.517, -2.427, 2.427)
C (2.127, -0.258, 3.108)
H (2.810, 0.578, 2.905)
H (2.625, -1.180, 2.781)
H (1.948, -0.314, 4.190)
C (-0.049, 1.492, 3.234)
H (-0.446, 1.168, 4.202)
H (-0.826, 2.086, 2.721)
H (0.809, 2.166, 3.412)
C (-0.745, -2.665, -2.172)
H (-1.090, -1.970, -2.942)
H (-1.594, -3.267, -1.865)
H (0.008, -3.294, -2.670)
C (-0.894, -0.105, -1.376)
H (-1.066, 1.193, -1.296)
H (-1.851, -0.303, -0.860)
H (-1.080, -0.233, -2.474)
C (3.768, -3.705, 0.707)
C (3.474, -2.343, 0.949)
C (2.351, -1.741, 0.405)
C (1.505, -2.477, -0.468)
C (1.777, -3.867, -0.707)
C (2.876, -4.454, -0.080)
H (4.671, -4.172, 1.141)
H (4.113, -1.756, 1.598)
H (2.141, -0.657, 0.586)
H (1.105, -4.447, -1.383)
H (3.026, -5.546, -0.191)

Output
Multiplicity ... 3
HOMO (spin up / spin down) ... -9.1265 / -8.5079 eV
Gap between HOMO and LUMO (spin up / spin down) ... 6.622 / 6.063 eV
Charge ... +1

Atomic partial charges in e from the Mulliken method, atoms 1 to 5: -0.453, 0.405, 0.606, 1.613, 0.809

Molecular formula: C12H36FeNO15
Method: DFT, the ωB97M-V functional and the def2-TZVPD basis

Element x y z (Å)
Fe (-2.826, -0.384, 0.811)
N (0.165, -0.858, 1.320)
O (1.300, -0.729, 0.751)
O (-0.860, -1.074, 0.796)
O (0.032, -0.822, 2.530)
C (1.348, -0.685, -4.833)
C (1.752, -1.377, -3.530)
O (0.652, -1.644, -2.663)
O (0.293, -1.463, -5.487)
H (2.089, -0.395, -5.578)
H (0.996, 0.278, -4.464)
H (2.320, -0.572, -3.063)
H (2.397, -2.245, -3.395)
H (0.650, -1.009, -1.943)
H (-0.133, -0.872, -6.112)
C (5.133, 1.190, -1.169)
C (4.331, 1.292, 0.093)
O (5.304, 1.701, 1.133)
O (5.095, 2.332, -1.944)
H (4.603, 0.413, -1.719)
H (6.159, 0.898, -0.946)
H (3.892, 0.317, 0.303)
H (3.661, 2.152, 0.108)
H (4.837, 1.574, 1.962)
H (4.745, 2.210, -2.830)
C (-3.228, 1.668, 2.834)
C (-3.135, 2.512, 1.477)
O (-2.454, 1.726, 0.499)
O (-2.755, 0.315, 2.746)
H (-4.253, 1.691, 3.204)
H (-2.630, 2.187, 3.583)
H (-2.756, 3.518, 1.659)
H (-4.153, 2.663, 1.119)
H (-1.954, 2.260, -0.122)
H (-2.586, 0.084, 3.662)
C (-0.609, 3.381, -2.778)
C (0.496, 2.578, -2.086)
O (0.074, 1.327, -1.365)
O (-1.496, 3.794, -1.770)
H (-1.146, 2.774, -3.507)
H (-0.191, 4.226, -3.326)
H (0.945, 3.216, -1.324)
H (1.215, 2.283, -2.850)
H (0.781, 1.009, -0.799)
H (-1.154, 4.518, -1.241)
C (-5.487, -1.504, 0.434)
C (-4.780, -2.473, 1.391)
O (-3.351, -2.301, 1.399)
O (-4.934, -0.190, 0.589)
H (-6.545, -1.424, 0.686)
H (-5.414, -1.683, -0.639)
H (-5.081, -3.520, 1.380)
H (-5.134, -2.142, 2.367)
H (-3.119, -3.070, 1.925)
H (-5.684, 0.349, 0.328)
C (3.046, -2.865, 3.355)
C (1.826, -3.713, 2.776)
O (0.663, -3.374, 3.601)
O (2.996, -1.478, 2.977)
H (3.958, -3.270, 2.917)
H (3.080, -3.021, 4.433)
H (2.036, -4.757, 3.011)
H (1.676, -3.607, 1.701)
H (0.374, -2.459, 3.604)
H (2.922, -1.455, 2.020)

Output
Multiplicity ... 5
HOMO (spin up / spin down) ... -11.0249 / -11.0244 eV
Gap between HOMO and LUMO (spin up / spin down) ... 7.556 / 7.260 eV
Charge ... +1

Atomic partial charges in e from the natural (NBO) method, atoms 1 to 5: 1.640, 0.748, -0.523, -0.603, -0.492

Looking at E for the records above, in order, we have -76140.6040, -79602.6071 eV.
Looking at maximum force for the records above, in order, we have 3.970, 9.895 eV/Å.